{
  "formula": "C18H11F3N2O4S",
  "method": "ωB97M-V/def2-TZVPD",
  "gap_ev": 8.3341,
  "smiles": "O=C(O)/C(=C\\c1ccccc1OC(F)F)Sc1nnc(-c2ccc(F)cc2)o1",
  "molar_mass_g_mol": 408.4,
  "symbols": ["O", "C", "O", "C", "C", "C", "C", "C", "C", "C", "C", "O", "C", "F", "F", "S", "C", "N", "N", "C", "C", "C", "C", "C", "F", "C", "C", "O", "H", "H", "H", "H", "H", "H", "H", "H", "H", "H", "H"],
  "positions_angstrom": [[-0.2590, -2.4450, -2.0080], [-0.9190, -1.7318, -1.2989], [-1.2502, -0.4836, -1.6382], [-1.4605, -2.1616, 0.0166], [-2.4768, -1.6086, 0.6818], [-3.1887, -0.3836, 0.2943], [-4.4861, -0.4293, -0.1949], [-5.1419, 0.7359, -0.5540], [-4.5058, 1.9547, -0.4134], [-3.2173, 2.0237, 0.0949], [-2.5653, 0.8582, 0.4515], [-1.2812, 0.8020, 1.0077], [-0.5249, 1.8964, 1.0986], [-0.2923, 2.4859, -0.1034], [-1.0688, 2.8726, 1.8681], [-0.7050, -3.6605, 0.6315], [0.9367, -3.1261, 0.5741], [2.0036, -3.8286, 0.7951], [3.0440, -2.9910, 0.6737], [2.5770, -1.8153, 0.3837], [3.3159, -0.6010, 0.1377], [4.6960, -0.5789, 0.3443], [5.4074, 0.5806, 0.1139], [4.7288, 1.7081, -0.3222], [5.4213, 2.8403, -0.5423], [3.3615, 1.7073, -0.5409], [2.6557, 0.5431, -0.3104], [1.2157, -1.8282, 0.3191], [-0.8907, -0.2743, -2.5163], [-2.8240, -2.0965, 1.5848], [-4.9693, -1.3876, -0.3096], [-6.1469, 0.6884, -0.9434], [-5.0090, 2.8668, -0.6939], [-2.7448, 2.9864, 0.2030], [0.4465, 1.6191, 1.5389], [5.1842, -1.4780, 0.6833], [6.4739, 0.6255, 0.2660], [2.8681, 2.6018, -0.8865], [1.5912, 0.5124, -0.4863]],
  "forces_ev_per_a": [[-0.094, 0.060, 0.015], [0.135, -0.099, -0.713], [-0.100, 0.496, -0.052], [0.033, -0.433, 0.417], [0.328, -0.308, -0.195], [-0.018, 0.455, 0.027], [0.165, 0.098, 0.058], [-0.121, 0.002, -0.054], [0.030, -0.125, 0.005], [0.117, 0.143, 0.033], [-0.086, -0.167, 0.144], [-0.882, -0.402, -0.278], [1.326, 0.576, 0.474], [-0.058, -0.094, -0.376], [-0.281, -0.012, 0.201], [-0.538, 0.069, 0.032], [0.526, -0.137, 0.187], [-1.697, -0.772, 0.006], [1.097, 1.434, -0.243], [0.138, -0.947, 0.236], [0.009, 0.496, -0.128], [-0.303, 0.031, -0.046], [-0.014, 0.232, -0.080], [-0.135, -0.152, 0.026], [-0.026, -0.063, 0.010], [0.249, 0.155, 0.002], [0.158, -0.228, 0.102], [0.356, 0.002, 0.139], [0.032, -0.297, 0.138], [0.107, -0.053, 0.120], [-0.058, -0.101, -0.007], [-0.092, -0.001, -0.039], [-0.047, 0.087, -0.020], [0.056, -0.004, 0.033], [-0.389, -0.010, -0.165], [0.097, -0.078, 0.044], [0.104, 0.023, 0.013], [-0.017, 0.107, -0.036], [-0.107, 0.019, -0.029]]
}